Entry 1:
{"formula": "C21H33AlBrClLiN5NaO16P2S", "method": "ωB97M-V/def2-TZVPD", "species": ["Br", "Cl", "S", "P", "P", "Al", "Na", "O", "O", "O", "O", "O", "O", "O", "O", "O", "O", "O", "O", "O", "O", "O", "O", "N", "N", "N", "N", "N", "C", "C", "C", "C", "C", "C", "C", "C", "C", "C", "C", "C", "C", "C", "C", "C", "C", "C", "C", "C", "C", "Li", "H", "H", "H", "H", "H", "H", "H", "H", "H", "H", "H", "H", "H", "H", "H", "H", "H", "H", "H", "H", "H", "H", "H", "H", "H", "H", "H", "H", "H", "H", "H", "H", "H"], "xyz": [[3.96, 4.48, 3.78], [-4.84, 4.77, -1.55], [0.00, -2.30, 3.35], [1.02, 3.63, -0.79], [0.43, -8.03, -3.24], [3.96, -1.13, 1.31], [1.33, -2.30, -0.30], [-4.58, 1.48, -4.70], [-1.28, -0.94, -4.40], [3.74, -0.08, -2.89], [0.00, -7.31, -4.53], [-0.68, -9.00, -2.81], [3.08, -6.13, -4.23], [-6.01, -2.39, 7.88], [-4.53, 2.33, -6.53], [0.66, -6.99, -2.13], [1.73, -8.81, -3.49], [3.66, 0.95, 0.70], [-4.03, 0.21, -6.39], [-7.77, -3.31, 6.75], [-1.41, 1.03, -5.24], [-0.71, 0.77, -3.22], [-5.79, -2.87, 5.69], [-1.20, -1.04, 3.68], [1.12, -1.65, 2.13], [-1.14, 0.29, -4.29], [-0.09, 3.71, -2.00], [2.58, -1.86, -3.83], [-1.71, 4.13, 1.28], [-4.36, 1.28, -5.90], [-4.70, -2.04, 6.05], [-3.44, -2.46, 5.32], [1.15, 0.85, 0.73], [5.40, 3.40, 2.10], [-4.64, -2.25, 7.54], [2.52, 0.55, -0.17], [0.41, 2.33, 0.49], [-6.63, -2.89, 6.77], [-3.25, 4.04, -0.92], [1.42, -1.66, -2.98], [2.57, -2.93, -4.80], [-3.26, 4.05, 0.74], [4.57, 1.88, 0.02], [0.56, -0.26, 1.83], [-1.51, 1.58, 2.51], [3.67, -1.01, -3.69], [-0.79, 0.09, 2.74], [5.89, 2.30, 0.95], [-0.94, 2.69, 1.40], [-0.24, 5.46, -3.75], [-3.62, -2.52, 4.25], [-4.96, -1.01, 5.80], [1.17, 4.88, -0.07], [4.72, 4.26, 1.62], [-2.46, 1.87, 3.18], [0.65, -2.40, -3.21], [2.44, -3.88, -4.27], [6.44, 1.37, 1.40], [1.73, -2.78, -5.49], [1.03, -0.65, -3.15], [-0.80, 2.99, -1.73], [-1.13, 4.95, 0.65], [-4.19, -1.40, 8.06], [6.59, 2.92, 0.21], [3.77, -6.39, -4.82], [2.51, 1.08, -1.21], [-2.63, -1.75, 5.51], [5.03, 1.45, -0.99], [-3.03, 2.94, -1.30], [-1.78, 4.57, 2.39], [-3.91, 3.20, 1.21], [-3.10, -3.45, 5.64], [1.73, -1.75, -1.94], [2.60, -0.61, -0.32], [-2.38, 4.79, -1.24], [-4.12, -3.17, 7.83], [4.07, 2.91, -0.28], [-3.77, 5.08, 1.04], [4.49, -1.25, -4.38], [2.27, 3.24, -1.46], [6.39, 3.96, 2.46], [4.82, 2.89, 2.99], [3.50, -2.97, -5.36]], "charge": -3, "e_homo_ev": 0.1, "total_energy_ev": -185690.539, "orbital_gap_ev": 1.36, "spin_multiplicity": 1, "fmax_ev_per_a": 7.280}

---

Entry 2:
{"formula": "H2P2S2", "method": "ωB97M-V/def2-TZVPD", "species": ["S", "S", "P", "P", "H", "H"], "xyz": [[1.00, -1.19, -0.60], [-0.93, 1.08, 0.73], [0.25, 0.64, -1.44], [-0.17, -0.85, 1.21], [-1.05, 0.33, -1.76], [0.89, -0.01, 1.86]], "charge": 0, "e_homo_ev": -8.4, "total_energy_ev": -40279.607, "orbital_gap_ev": 7.03, "smiles": "[PH]1#S#[PH]S1", "spin_multiplicity": 1, "fmax_ev_per_a": 2.654, "relative_energy_ev": 0.773}

---

Entry 3:
{"formula": "C2HN3O2", "method": "ωB97M-V/def2-TZVPD", "species": ["O", "O", "N", "N", "N", "C", "C", "H"], "xyz": [[1.35, -1.88, 0.10], [-1.21, 2.14, 0.06], [-1.43, -0.07, 0.00], [-0.80, 1.01, 0.03], [-0.90, -1.19, -0.11], [0.46, -1.06, 0.05], [0.86, 0.27, 0.19], [1.66, 0.77, -0.32]], "charge": 0, "e_homo_ev": [-9.5, -10.0], "total_energy_ev": -10646.537, "orbital_gap_ev": [5.57, 6.21], "spin_multiplicity": 1, "fmax_ev_per_a": 7.981, "relative_energy_ev": 9.463}

---

Entry 4:
{"formula": "C6H13N3", "method": "ωB97M-V/def2-TZVPD", "species": ["N", "N", "N", "C", "C", "C", "C", "C", "C", "H", "H", "H", "H", "H", "H", "H", "H", "H", "H", "H", "H", "H"], "xyz": [[-0.08, -2.06, -1.28], [0.91, 1.97, 0.13], [0.74, 0.59, -0.08], [0.13, -1.41, 1.93], [-0.49, -0.66, -1.43], [0.18, 2.56, 0.95], [-1.07, -0.75, 1.21], [0.69, 0.30, -1.53], [-0.69, 0.03, -0.03], [0.60, -2.30, 1.38], [-1.84, -1.49, 0.91], [-1.45, 0.04, 1.84], [1.62, -0.13, -1.89], [0.34, -2.39, -2.20], [-0.70, 2.09, 1.45], [-1.38, 0.80, -0.20], [-0.31, -1.75, 2.91], [0.87, -0.65, 2.01], [0.54, 1.33, -2.03], [0.39, 3.68, 1.10], [-0.93, -2.65, -1.16], [-1.24, -0.50, -2.15]], "charge": 0, "e_homo_ev": -8.8, "total_energy_ev": -10900.255, "orbital_gap_ev": 9.76, "smiles": "C=NN1C[C@@H](N)[C@H]1CC", "spin_multiplicity": 1, "fmax_ev_per_a": 2.583, "relative_energy_ev": 3.157}

---

Entry 5:
{"formula": "C27H18F3O3PPbS4Sb", "method": "ωB97M-V/def2-TZVPD", "species": ["Pb", "Sb", "S", "S", "S", "S", "P", "F", "F", "F", "O", "O", "O", "C", "C", "C", "C", "C", "C", "C", "C", "C", "C", "C", "C", "C", "C", "C", "C", "C", "C", "C", "C", "C", "C", "C", "C", "C", "C", "C", "H", "H", "H", "H", "H", "H", "H", "H", "H", "H", "H", "H", "H", "H", "H", "H", "H", "H"], "xyz": [[3.80, 0.18, 0.80], [6.14, -2.26, -1.21], [3.19, -2.25, -0.26], [6.68, -2.64, -3.38], [3.71, 3.25, 0.74], [5.44, 0.05, -1.24], [1.36, 1.26, 0.06], [-4.94, -6.37, 1.15], [-5.48, -4.29, 1.08], [-5.36, -5.43, -0.74], [4.65, 4.32, 0.67], [3.64, 2.37, -0.46], [3.81, 2.40, 1.95], [1.67, -2.86, -0.03], [0.06, 0.92, 2.43], [-2.76, -4.57, -0.92], [0.75, 1.36, -1.66], [-0.27, 3.47, 0.58], [-1.02, 1.75, -3.23], [0.05, 0.50, 1.09], [1.80, 5.21, 1.16], [1.69, 1.50, -2.67], [0.49, 5.67, 1.19], [-0.91, 0.48, 3.30], [-0.54, 4.79, 0.88], [-2.59, -4.65, 1.49], [-4.77, -5.24, 0.44], [-1.89, -0.40, 2.86], [-0.60, 1.46, -1.95], [-3.33, -4.83, 0.32], [-0.08, 1.93, -4.24], [1.04, 3.01, 0.54], [1.27, 1.79, -3.96], [-0.73, -3.88, 0.17], [0.57, -3.35, 0.08], [-1.30, -4.18, 1.41], [2.06, 3.90, 0.82], [-1.47, -4.10, -1.00], [-0.88, -0.44, 0.68], [-1.85, -0.87, 1.56], [-1.56, 5.14, 0.88], [-0.91, 0.83, 4.33], [0.82, 1.61, 2.75], [-2.67, -0.72, 3.53], [2.00, 1.92, -4.75], [-3.04, -4.85, 2.45], [-0.72, -4.01, 2.31], [-1.02, -3.88, -1.96], [-2.07, 1.86, -3.45], [0.28, 6.69, 1.43], [-0.85, -0.82, -0.33], [2.65, 5.85, 1.38], [-0.40, 2.18, -5.24], [-1.35, 1.31, -1.18], [-3.34, -4.71, -1.82], [2.74, 1.43, -2.44], [-1.09, 2.80, 0.36], [-2.60, -1.58, 1.23]], "charge": 0, "e_homo_ev": [-8.0, -8.0], "total_energy_ev": -107000.293, "orbital_gap_ev": [5.86, 4.16], "spin_multiplicity": 2, "fmax_ev_per_a": 1.886}

---

Entry 6:
{"formula": "C49H40ClGeN2O2PReS", "method": "ωB97M-V/def2-TZVPD", "species": ["Re", "Ge", "Cl", "S", "P", "O", "O", "N", "N", "C", "C", "C", "C", "C", "C", "C", "C", "C", "C", "C", "C", "C", "C", "C", "C", "C", "C", "C", "C", "C", "C", "C", "C", "C", "C", "C", "C", "C", "C", "C", "C", "C", "C", "C", "C", "C", "C", "C", "C", "C", "C", "C", "C", "C", "C", "C", "C", "C", "H", "H", "H", "H", "H", "H", "H", "H", "H", "H", "H", "H", "H", "H", "H", "H", "H", "H", "H", "H", "H", "H", "H", "H", "H", "H", "H", "H", "H", "H", "H", "H", "H", "H", "H", "H", "H", "H", "H", "H"], "xyz": [[1.49, -1.31, 0.81], [-0.79, -0.41, -1.98], [2.80, -2.49, 2.60], [3.72, 1.36, 1.32], [-0.16, -1.20, 2.48], [3.24, 1.36, 2.67], [5.12, 1.59, 1.04], [3.10, -1.76, -0.66], [3.25, -0.03, 0.66], [0.43, -2.14, 3.95], [-2.08, 2.02, -1.00], [3.42, -2.61, -1.62], [-4.42, 2.33, -0.53], [-0.38, 1.69, -4.00], [-2.50, -4.30, -4.10], [5.06, -0.46, -1.08], [-4.24, -1.72, 2.53], [-0.08, 2.27, 4.69], [1.67, 2.11, -5.18], [-4.66, 1.02, -0.94], [-0.72, 3.15, 3.83], [-0.39, -2.35, 5.06], [-3.62, 0.23, -1.38], [1.55, 0.37, -3.53], [-2.98, -1.15, 2.69], [-1.98, -3.11, 1.72], [-1.16, 2.71, 2.59], [4.57, -2.45, -2.36], [2.78, 2.57, 0.42], [-3.23, -3.69, 1.58], [1.19, 4.32, -1.06], [0.30, 5.20, -1.87], [-1.42, -2.16, -4.24], [3.11, 2.85, -0.90], [-3.12, 2.83, -0.57], [-0.97, 1.39, 2.21], [0.21, 0.66, -3.28], [1.68, 3.17, 1.01], [-0.36, 0.50, 3.09], [5.38, -1.36, -2.07], [-2.59, -4.16, -2.73], [-2.31, 0.71, -1.42], [0.08, -3.04, 6.17], [-1.49, -2.00, -2.86], [-1.92, -3.29, -4.86], [0.90, 4.04, 0.27], [0.34, 2.41, -4.95], [1.71, -2.66, 4.00], [0.31, -0.90, -0.51], [0.09, 0.94, 4.32], [1.38, -3.53, 6.18], [-1.85, -1.84, 2.28], [2.28, 1.09, -4.46], [-2.08, -3.02, -2.11], [2.21, -3.35, 5.09], [2.31, 3.72, -1.63], [-4.37, -2.99, 1.98], [3.88, -0.69, -0.37], [2.56, 3.93, -2.66], [-1.08, 2.42, -1.02], [4.82, -3.15, -3.15], [-0.57, -3.20, 7.02], [2.23, 2.67, -5.91], [1.75, -4.07, 7.04], [-1.29, 1.06, 1.23], [0.04, 4.51, 0.74], [-5.35, -3.43, 1.85], [-2.89, -5.18, -4.58], [-3.33, -4.67, 1.15], [3.22, -3.74, 5.07], [2.71, -3.42, -1.80], [-5.67, 0.63, -0.91], [-0.03, 6.07, -1.30], [-3.05, -4.93, -2.13], [0.80, 5.55, -2.77], [2.03, -0.42, -2.97], [-1.10, -3.65, 1.38], [-2.15, -2.92, -1.04], [-0.86, 4.18, 4.12], [-1.43, 1.94, -3.83], [-0.60, 4.66, -2.18], [-1.85, -3.40, -5.94], [3.32, 0.85, -4.63], [-2.93, 3.85, -0.28], [5.68, 0.38, -0.83], [-3.83, -0.78, -1.71], [3.97, 2.39, -1.36], [6.30, -1.21, -2.64], [0.58, 0.26, 5.00], [0.28, 2.61, 5.65], [-2.90, -0.17, 3.12], [-1.41, -1.98, 5.05], [-5.23, 2.95, -0.19], [-0.96, -1.38, -4.85], [-5.12, -1.17, 2.84], [-1.65, 3.39, 1.90], [-0.14, 3.20, -5.50], [1.45, 2.94, 2.04]], "charge": 0, "e_homo_ev": [-5.1, -7.9], "total_energy_ev": -149827.712, "orbital_gap_ev": [5.51, 7.56], "spin_multiplicity": 4, "fmax_ev_per_a": 0.900, "relative_energy_ev": 0.000}

---

Entry 7:
{"formula": "C19H23As2CoINO5S", "method": "ωB97M-V/def2-TZVPD", "species": ["I", "As", "As", "Co", "S", "O", "O", "O", "O", "O", "N", "C", "C", "C", "C", "C", "C", "C", "C", "C", "C", "C", "C", "C", "C", "C", "C", "C", "C", "C", "H", "H", "H", "H", "H", "H", "H", "H", "H", "H", "H", "H", "H", "H", "H", "H", "H", "H", "H", "H", "H", "H", "H"], "xyz": [[3.09, -1.66, -1.84], [1.11, -0.60, 1.54], [-0.54, -1.90, -0.55], [1.03, -0.14, -0.60], [-0.59, 2.45, 0.49], [-1.83, 1.75, 0.74], [0.17, 2.72, 1.69], [1.47, 2.47, -2.63], [0.47, -0.05, -2.67], [-1.68, -0.81, -3.17], [0.35, 1.67, -0.71], [-0.62, -0.18, -3.33], [-1.15, 5.88, -2.37], [-0.06, -0.01, 2.98], [0.78, -2.49, 1.78], [0.80, -4.48, 3.05], [-0.52, -3.51, -1.73], [-0.17, 3.84, -1.60], [-0.32, -4.96, 2.34], [-1.92, 5.91, -1.22], [-0.95, 3.85, -0.44], [-2.44, -1.54, -0.34], [-1.81, 4.92, -0.26], [2.89, -0.55, 2.29], [-0.35, -2.92, 1.12], [-0.32, 4.81, -2.60], [2.82, 0.40, -1.29], [0.65, 2.60, -1.75], [-0.96, -4.15, 1.41], [1.34, -3.24, 2.82], [1.22, -5.16, 3.76], [0.42, -3.99, -1.52], [-0.03, -0.73, 3.78], [-1.91, -4.38, 0.93], [2.79, -0.60, 3.36], [-3.05, -2.47, -0.34], [2.20, -2.97, 3.41], [0.30, 4.75, -3.47], [0.28, 1.00, 3.20], [-2.44, 4.99, 0.65], [-0.60, -6.02, 2.42], [-0.62, -3.10, -2.74], [3.43, -1.45, 1.92], [-1.31, 6.68, -3.09], [3.69, 0.64, -0.68], [-0.62, 0.55, -4.21], [-2.82, -0.83, -1.14], [3.46, 0.32, 2.00], [-1.39, -4.11, -1.42], [-1.12, 0.14, 2.61], [2.62, 1.02, -2.15], [-2.71, 6.70, -1.06], [-2.53, -1.05, 0.63]], "charge": 0, "e_homo_ev": [-7.7, -8.9], "total_energy_ev": -210039.768, "orbital_gap_ev": [7.87, 7.50], "spin_multiplicity": 5, "fmax_ev_per_a": 4.537, "relative_energy_ev": 0.469}

---

Entry 8:
{"formula": "C3H12O3", "method": "ωB97M-V/def2-TZVPD", "species": ["O", "O", "O", "C", "C", "C", "H", "H", "H", "H", "H", "H", "H", "H", "H", "H", "H", "H"], "xyz": [[-1.42, -2.48, 2.41], [-0.97, 0.22, -3.60], [0.90, -1.20, 0.60], [0.22, 1.15, -0.04], [0.15, -0.37, -0.30], [0.91, 1.57, 1.26], [1.82, -0.98, 0.41], [-1.46, -0.61, -3.46], [-0.82, -2.39, 1.67], [-0.87, -0.73, -0.17], [1.86, 2.11, 1.18], [1.01, 0.69, 1.92], [0.24, 2.20, 1.85], [-1.82, -1.63, 2.59], [0.39, -0.59, -1.34], [0.77, 1.57, -0.88], [-0.13, -0.08, -3.99], [-0.79, 1.54, -0.12]], "charge": 0, "e_homo_ev": -10.7, "total_energy_ev": -9447.474, "orbital_gap_ev": 11.17, "smiles": "CCCO.O.O", "spin_multiplicity": 1, "fmax_ev_per_a": 1.408, "relative_energy_ev": 0.552}

---

Entry 9:
{"formula": "C22H34AsF6K2N6O12S2", "method": "ωB97M-V/def2-TZVPD", "species": ["As", "K", "K", "S", "S", "F", "F", "F", "F", "F", "F", "O", "O", "O", "O", "O", "O", "O", "O", "O", "O", "O", "O", "N", "N", "N", "N", "N", "N", "C", "C", "C", "C", "C", "C", "C", "C", "C", "C", "C", "C", "C", "C", "C", "C", "C", "C", "C", "C", "C", "C", "H", "H", "H", "H", "H", "H", "H", "H", "H", "H", "H", "H", "H", "H", "H", "H", "H", "H", "H", "H", "H", "H", "H", "H", "H", "H", "H", "H", "H", "H", "H", "H", "H", "H"], "xyz": [[18.79, 16.41, 10.68], [18.82, 19.32, 15.60], [24.10, 16.70, 13.42], [13.57, 14.57, 5.85], [14.30, 20.89, 6.66], [19.56, 16.04, 9.14], [18.19, 16.63, 12.32], [17.20, 17.05, 10.01], [19.47, 18.00, 10.66], [20.25, 15.77, 11.49], [18.17, 14.74, 10.61], [12.80, 15.48, 6.68], [14.30, 22.01, 5.42], [12.90, 13.93, 4.72], [23.78, 13.82, 6.05], [22.71, 12.69, 4.39], [15.62, 20.63, 7.21], [14.39, 13.43, 6.80], [17.66, 22.41, 13.13], [13.39, 21.91, 7.67], [14.91, 15.28, 5.33], [15.66, 23.20, 13.36], [13.50, 19.75, 6.19], [22.98, 11.28, 13.41], [16.52, 22.54, 12.78], [18.98, 10.44, 9.78], [22.91, 13.60, 5.23], [24.50, 18.67, 9.43], [13.99, 19.61, 16.44], [15.47, 14.09, 7.36], [26.29, 17.57, 10.08], [19.96, 10.56, 8.81], [13.10, 22.78, 5.49], [24.85, 11.26, 12.08], [25.42, 16.59, 9.50], [24.27, 17.32, 9.16], [18.13, 9.43, 9.37], [12.78, 22.94, 6.96], [23.75, 10.12, 13.70], [25.73, 18.77, 10.02], [14.73, 18.50, 16.78], [21.69, 14.54, 5.20], [15.91, 15.12, 6.26], [16.26, 21.83, 11.54], [19.78, 9.51, 7.87], [24.91, 10.17, 12.89], [13.63, 19.45, 15.12], [14.86, 17.73, 15.63], [18.68, 8.77, 8.27], [14.27, 18.34, 14.56], [23.62, 11.91, 12.40], [16.71, 22.46, 10.77], [15.19, 21.84, 11.33], [15.11, 18.37, 17.78], [15.18, 14.54, 8.31], [21.28, 14.61, 4.20], [27.33, 17.37, 10.30], [25.57, 11.51, 11.31], [20.37, 9.37, 6.97], [12.34, 22.26, 4.90], [23.40, 9.41, 14.43], [20.59, 11.43, 8.97], [16.20, 16.04, 6.77], [22.08, 15.50, 5.52], [23.14, 12.79, 12.00], [23.35, 16.94, 8.74], [14.33, 17.96, 13.55], [16.83, 14.78, 5.79], [13.74, 20.38, 17.04], [13.27, 23.87, 7.28], [25.76, 9.51, 12.77], [25.60, 15.54, 9.37], [18.34, 7.89, 7.74], [22.09, 11.49, 13.84], [23.85, 19.41, 9.23], [11.72, 22.99, 7.18], [13.06, 20.26, 14.68], [26.10, 19.76, 10.26], [16.64, 20.81, 11.59], [16.27, 13.39, 7.58], [20.90, 14.10, 5.82], [13.26, 23.75, 5.02], [17.25, 9.16, 9.92], [15.42, 16.81, 15.53], [18.79, 11.13, 10.49]], "charge": 1, "e_homo_ev": -8.9, "total_energy_ev": -188327.191, "orbital_gap_ev": 4.29, "spin_multiplicity": 1, "fmax_ev_per_a": 3.518, "relative_energy_ev": 6.478}

---

Entry 10:
{"formula": "CH5N2O", "method": "ωB97M-V/def2-TZVPD", "species": ["O", "N", "N", "C", "H", "H", "H", "H", "H"], "xyz": [[1.73, -0.42, 0.20], [0.32, 1.28, -0.16], [0.51, -0.02, 0.07], [-0.58, -0.87, 0.04], [-0.33, -1.70, -0.72], [-0.76, -1.52, 0.98], [1.07, 1.89, 0.22], [-1.35, -0.20, -0.21], [-0.62, 1.56, -0.42]], "charge": 1, "e_homo_ev": [-17.6, -17.6], "total_energy_ev": -6134.882, "orbital_gap_ev": [10.48, 10.48], "smiles": "C[N+](N)=O", "spin_multiplicity": 1, "fmax_ev_per_a": 7.384, "relative_energy_ev": 4.199}

---

Entry 11:
{"formula": "H14O7", "method": "ωB97M-V/def2-TZVPD", "species": ["O", "O", "O", "O", "O", "O", "O", "H", "H", "H", "H", "H", "H", "H", "H", "H", "H", "H", "H", "H", "H"], "xyz": [[20.09, 17.03, 17.77], [22.52, 15.20, 12.82], [20.71, 19.51, 14.63], [20.08, 15.31, 14.80], [23.93, 14.94, 15.84], [18.52, 17.90, 14.15], [21.79, 17.09, 15.75], [21.83, 15.88, 13.00], [18.25, 17.10, 14.55], [20.68, 16.06, 15.00], [21.62, 17.92, 15.30], [24.01, 14.65, 16.74], [19.98, 17.08, 18.72], [20.16, 20.26, 14.76], [23.48, 15.79, 15.82], [20.36, 14.49, 15.19], [19.48, 17.65, 17.39], [18.96, 18.38, 14.81], [21.01, 19.67, 13.75], [22.51, 14.54, 13.52], [21.61, 17.41, 16.62]], "charge": 0, "e_homo_ev": -10.5, "total_energy_ev": -14559.556, "orbital_gap_ev": 10.36, "smiles": "O.O.O.O.O.O.O", "spin_multiplicity": 1, "fmax_ev_per_a": 2.109, "relative_energy_ev": 1.905}